{"formula": "C2H12N2O4", "method": "ωB97M-V with the def2-TZVPD basis set", "gap_ev": 10.23, "multiplicity": 1, "smiles": "NCNC=O.O.O.O", "total_charge": 0, "symbols": ["N", "C", "N", "C", "O", "H", "H", "H", "H", "H", "H", "O", "H", "H", "O", "H", "H", "O", "H", "H"], "coordinates": [[0.1566, -1.0614, 1.4925], [0.0232, -1.7949, 0.2200], [-0.3928, -0.6784, -0.6896], [0.4401, -0.0780, -1.6748], [1.5330, -0.5296, -2.1423], [-0.0994, -1.6587, 2.2991], [1.2672, -1.0199, 1.6475], [1.0128, -2.2799, -0.1905], [-0.7360, -2.5176, 0.2117], [-1.4051, -0.2248, -0.7100], [-0.0871, 0.8111, -2.2145], [-2.1867, 1.5288, 2.2090], [-1.4900, 0.8704, 2.1905], [-2.2669, 1.8301, 3.1428], [-2.3820, 2.6389, -1.0477], [-2.2867, 3.6041, -1.2711], [-2.3174, 2.6084, -0.0335], [3.2074, -0.8600, 0.6645], [2.5937, -0.9379, -0.1397], [3.3158, 0.1063, 0.7077]], "atomic_forces_ev_per_a": [[3.5, -1.6, 1.8], [1.6, 2.5, -1.1], [-0.3, 1.7, -3.0], [0.1, -1.7, -1.4], [-2.9, 1.4, 2.5], [-0.1, 0.2, -0.7], [-2.9, 0.4, -0.4], [-2.0, 1.1, 0.7], [-1.0, -1.0, 0.2], [3.0, -1.5, 0.6], [0.8, -1.2, 1.2], [-0.4, 0.7, 0.8], [0.4, -0.3, 0.0], [0.2, -0.4, -1.1], [0.3, 1.3, 1.8], [-0.1, -1.5, 0.4], [-0.2, 0.1, -2.1], [-1.5, 0.5, -1.5], [1.4, 0.1, 1.2], [0.1, -0.4, 0.1]]}


{"formula": "C2H12N2O4", "method": "ωB97M-V with the def2-TZVPD basis set", "gap_ev": 10.22, "multiplicity": 1, "smiles": "NCC(N)=O.O.O.O", "total_charge": 0, "symbols": ["N", "C", "C", "N", "O", "H", "H", "H", "H", "H", "H", "O", "H", "H", "O", "H", "H", "O", "H", "H"], "coordinates": [[0.0103, -1.7486, -0.3992], [1.3332, -1.7551, 0.2038], [1.4066, -0.5570, 1.1417], [2.3492, 0.3765, 0.8218], [0.6209, -0.5060, 2.0569], [-0.1443, -2.4570, -1.0894], [-0.6951, -1.8828, 0.3074], [1.6386, -2.5906, 0.8494], [1.9805, -1.7363, -0.6741], [3.1264, 0.0091, 0.2861], [2.5700, 1.1529, 1.4029], [-3.5852, 1.0855, 1.0115], [-3.6181, 2.0356, 0.9797], [-2.6583, 0.8585, 1.0810], [-1.0981, 0.4767, -3.2429], [-1.2722, 1.3692, -2.9323], [-1.6264, -0.1038, -2.7445], [-0.0883, 1.9195, -0.7711], [0.3332, 1.4834, -1.4896], [0.4597, 1.6876, -0.0080]], "atomic_forces_ev_per_a": [[-0.5, 0.1, 0.7], [0.2, 0.0, -0.6], [0.0, -0.5, -0.4], [0.5, -0.6, -0.7], [-0.1, 0.6, 0.3], [0.3, -0.4, -0.3], [-0.2, 0.1, 0.2], [-0.4, -0.3, -0.2], [0.6, 0.3, 0.4], [-0.2, 0.4, -0.1], [-0.1, 0.3, 0.7], [-0.3, -0.6, 0.0], [0.1, 0.5, 0.0], [0.3, 0.0, 0.0], [1.3, 1.1, -1.3], [-0.3, -0.1, 0.2], [-1.0, -0.9, 1.2], [-0.3, 0.7, 1.2], [0.5, -0.8, -1.0], [-0.2, 0.1, -0.2]]}


{"formula": "C2H12N2O4", "method": "ωB97M-V with the def2-TZVPD basis set", "gap_ev": 10.23, "multiplicity": 1, "smiles": "NCC(N)=O.O.O.O", "total_charge": 0, "symbols": ["N", "C", "C", "N", "O", "H", "H", "H", "H", "H", "H", "O", "H", "H", "O", "H", "H", "O", "H", "H"], "coordinates": [[-1.0709, 1.5722, -0.1731], [-0.8519, 0.6374, 0.9420], [0.5944, 0.6508, 1.3410], [1.2826, 1.8078, 1.1954], [1.0878, -0.2854, 1.9595], [-0.3724, 1.5277, -0.8889], [-2.0104, 1.4860, -0.5527], [-1.5288, 0.7927, 1.7896], [-1.1641, -0.3582, 0.6156], [0.7520, 2.5759, 0.8166], [2.1803, 1.7684, 1.6545], [-1.0449, 0.4106, 4.1773], [-0.8653, 0.1626, 5.1128], [-0.2521, 0.0683, 3.7347], [-0.3771, -0.9833, -6.4546], [-0.5880, -1.4880, -7.2684], [-0.2430, -1.5535, -5.6812], [1.1877, -2.9971, -0.9996], [1.6740, -3.6388, -0.4980], [1.6099, -2.1560, -0.8226]], "atomic_forces_ev_per_a": [[-0.8, 0.8, 1.0], [-0.6, -0.5, -1.8], [0.0, -0.1, 1.8], [-0.8, -1.0, -0.5], [0.0, -0.3, -0.3], [0.1, -0.4, -0.4], [0.5, 0.1, 0.0], [0.5, 0.7, 0.0], [0.7, -0.4, 0.2], [0.6, 0.5, 0.2], [-0.1, 0.7, -0.2], [0.6, -0.4, 1.1], [-0.4, 0.4, -0.9], [-0.1, 0.0, -0.2], [-0.1, 0.1, -0.4], [0.3, 0.1, 1.2], [-0.2, -0.1, -0.8], [-0.5, 0.3, -0.6], [0.4, -0.4, 0.4], [0.1, 0.1, 0.2]]}


{"formula": "C2H12N2Si3", "method": "ωB97M-V with the def2-TZVPD basis set", "gap_ev": 6.86, "multiplicity": 1, "total_charge": 0, "symbols": ["C", "C", "N", "N", "Si", "Si", "Si", "H", "H", "H", "H", "H", "H", "H", "H", "H", "H", "H", "H"], "coordinates": [[-3.3595, 0.9403, -0.0261], [-2.6756, -0.1916, 0.0718], [-0.1852, -1.7653, -0.5105], [0.7860, 1.7778, -0.6683], [1.3950, -2.4436, -0.2867], [1.9723, 2.0888, 0.4299], [-0.7894, -0.3822, 0.3926], [-4.3603, 0.8806, -0.3549], [-2.7816, 1.7627, 0.1434], [-3.1769, -1.1376, 0.2482], [-0.7011, -1.8200, -1.4335], [0.9993, 1.8665, -1.6822], [2.4875, -1.3667, -0.4004], [1.4667, -3.5566, -1.2036], [1.4981, -2.8479, 1.1553], [3.0122, 0.9906, 0.6259], [2.8311, 3.2022, 0.3687], [1.3519, 2.0164, 1.7267], [0.2294, -0.0143, 1.4039]], "atomic_forces_ev_per_a": [[0.6, -2.5, -0.4], [1.5, -0.7, 1.7], [-2.4, 1.8, -0.4], [-1.9, -1.0, -1.6], [1.1, 1.2, 1.0], [0.7, -2.2, 0.7], [1.7, 0.5, -2.5], [-1.1, 0.5, 0.2], [0.7, 2.9, -0.2], [-0.1, -0.3, -0.9], [1.0, -0.3, 1.5], [-0.5, -0.3, 1.1], [-0.7, -0.8, -0.3], [0.3, -0.4, -0.3], [-0.2, -0.1, -0.4], [0.0, 0.1, -0.2], [0.7, 1.6, -0.3], [-0.5, 0.3, 1.0], [-0.8, -0.2, 0.4]]}


HOMO values, unit eV, following the record order: -9.6766, -9.6976, -9.6344, -7.5488.
DFT total energy values, unit eV, following the record order: -13438.014, -13439.069, -13439.031, -28878.368.
Energy relative to the best compared isomer or geometry (same formula, charge and spin) values, unit eV, following the record order: 2.403, 1.348, 1.386, 2.496.